Entry 1:
Molecular formula: C3H4N3O3
Method: DFT, ωB97M-V/def2-TZVPD

ORCA input file:
```
! wB97M-V def2-TZVPD RIJCOSX def2/J DEFGRID3
* xyz 1 1
C 0.315 1.025 -0.794
C -0.147 -1.055 0.243
C 1.584 0.934 -0.302
N -0.550 0.003 -0.412
N 1.125 -1.085 0.520
N -3.220 0.025 0.145
O -3.866 -0.907 -0.177
O -2.191 0.584 0.221
O 2.849 0.984 -0.390
H -0.065 1.955 -1.265
H -0.752 -1.909 0.578
H 1.506 -1.838 1.171
H 3.412 1.286 0.462
*
```

* electronic energy: -13772.22424 eV
* frontier orbital gap (alpha / beta): 8.069 / 7.457 eV
* energy relative to the best compared isomer or geometry (same formula, charge and spin): 131.36 kcal/mol
* molar mass: 130.1 g mol⁻¹
* lowest unoccupied orbital energy (alpha / beta): -5.396 / -5.849 eV

---

Entry 2:
Molecular formula: C9H20ClN
Method: DFT, ωB97M-V/def2-TZVPD

ORCA input file:
```
! wB97M-V def2-TZVPD RIJCOSX def2/J DEFGRID3
* xyz 0 1
C -8.437 -19.510 14.595
C -8.003 -20.123 15.943
C -7.600 -19.019 16.922
C -6.850 -19.522 18.130
N -6.684 -18.461 19.223
C -7.977 -18.215 19.962
C -7.548 -17.576 21.279
C -6.220 -18.218 21.628
C -5.837 -19.013 20.348
C -5.969 -17.227 18.699
H -8.004 -18.578 14.241
H -9.520 -19.374 14.581
H -8.260 -20.280 13.840
H -7.105 -20.740 15.844
H -8.739 -20.817 16.347
H -8.401 -18.299 17.131
H -7.007 -18.278 16.368
H -5.830 -19.880 17.978
H -7.315 -20.418 18.555
H -8.543 -17.508 19.357
H -8.375 -19.227 20.059
H -7.494 -16.493 21.167
H -8.327 -17.795 22.008
H -5.462 -17.491 21.916
H -6.332 -18.958 22.417
H -4.812 -19.051 19.987
H -6.209 -20.011 20.523
H -6.155 -16.437 19.421
H -6.479 -16.943 17.782
H -4.922 -17.422 18.497
Cl -7.867 -21.950 20.744
*
```

* electronic energy: -23669.09724 eV
* frontier orbital gap: 7.460 eV
* energy relative to the best compared isomer or geometry (same formula, charge and spin): 11.36 kcal/mol
* molar mass: 177.7 g mol⁻¹
* lowest unoccupied orbital energy: 0.103 eV

---

Entry 3:
Molecular formula: C5H8O
Method: DFT, ωB97M-V/def2-TZVPD

ORCA input file:
```
! wB97M-V def2-TZVPD RIJCOSX def2/J DEFGRID3
* xyz 0 1
C 0.781 -1.248 1.282
C -0.432 -0.758 0.536
O -1.204 -1.605 0.078
C -0.400 0.569 0.019
C 0.536 1.232 -0.923
C -0.948 0.968 -1.279
H 1.436 -0.472 1.684
H 0.454 -1.928 2.060
H 1.259 -1.834 0.496
H -0.837 0.168 1.565
H 1.320 0.599 -1.354
H 0.800 2.280 -0.835
H -1.530 1.878 -1.382
H -1.236 0.151 -1.948
*
```

* electronic energy: -7357.40423 eV
* frontier orbital gap: 8.653 eV
* energy relative to the best compared isomer or geometry (same formula, charge and spin): 111.87 kcal/mol
* molar mass: 84.1 g mol⁻¹
* lowest unoccupied orbital energy: -0.303 eV

---

Entry 4:
Molecular formula: C29H57FNO16PS7
Method: DFT, ωB97M-V/def2-TZVPD

ORCA input file:
```
! wB97M-V def2-TZVPD RIJCOSX def2/J DEFGRID3
* xyz 0 1
C 3.206 0.795 2.000
C 4.066 1.171 1.210
C 5.135 1.674 0.148
C 5.122 3.256 0.014
F 4.467 3.761 1.194
O 4.419 3.764 -1.115
C 3.104 3.190 -1.268
C 2.104 4.053 -2.136
C 1.839 5.410 -1.293
N 0.755 5.278 -0.293
O 2.559 4.485 -3.430
C 3.388 3.576 -4.135
S 2.649 1.938 -4.589
C 0.853 1.777 -4.277
O 2.822 1.767 -6.066
O 3.455 0.830 -3.980
P 6.828 4.075 -0.010
O 7.166 4.590 -1.568
O 6.663 5.491 0.902
S 8.238 3.057 0.815
H 2.456 0.097 2.450
H 6.113 1.233 0.487
H 4.855 1.130 -0.813
H 2.576 2.981 -0.278
H 3.222 2.181 -1.766
H 1.110 3.514 -2.123
H 1.652 6.273 -2.013
H 2.798 5.695 -0.746
H -0.031 4.750 -0.686
H 1.162 4.792 0.510
H 4.413 3.403 -3.661
H 3.628 4.081 -5.128
H 0.259 2.730 -4.349
H 0.758 1.422 -3.201
H 0.433 0.931 -4.910
H 7.377 3.775 -2.077
H 6.365 6.230 0.330
O 0.475 1.746 -1.220
S -0.018 1.367 0.089
O 0.225 2.177 1.261
C -1.765 1.025 -0.028
C -1.837 -0.452 -0.392
C -0.794 -1.146 0.484
C 0.489 -0.318 0.412
H -2.223 1.673 -0.777
H -2.206 1.211 0.950
H -2.835 -0.857 -0.230
H -1.583 -0.591 -1.449
H -1.155 -1.181 1.514
H -0.617 -2.170 0.164
H 1.040 -0.352 1.345
H 1.128 -0.642 -0.410
O -5.208 0.732 0.245
S -5.008 1.800 1.194
O -3.832 1.880 2.027
C -5.224 3.358 0.348
C -6.715 3.647 0.467
C -7.094 3.291 1.907
C -6.468 1.931 2.224
H -4.883 3.270 -0.683
H -4.634 4.109 0.877
H -6.940 4.689 0.234
H -7.276 3.016 -0.230
H -6.693 4.049 2.586
H -8.177 3.268 2.045
H -6.178 1.855 3.271
H -7.138 1.111 1.964
O 0.883 -4.205 -2.934
S 1.861 -3.870 -1.925
O 1.524 -3.800 -0.521
C 3.274 -4.942 -2.128
C 4.168 -4.203 -3.117
C 4.148 -2.735 -2.680
C 2.690 -2.357 -2.411
H 2.952 -5.918 -2.486
H 3.761 -5.040 -1.155
H 5.181 -4.609 -3.122
H 3.762 -4.293 -4.129
H 4.733 -2.620 -1.763
H 4.590 -2.082 -3.435
H 2.605 -1.625 -1.608
H 2.202 -1.979 -3.311
O -2.629 -4.835 1.655
S -2.588 -4.572 0.235
O -2.501 -3.235 -0.297
C -1.291 -5.558 -0.489
C -1.969 -6.877 -0.840
C -3.322 -6.498 -1.448
C -3.952 -5.435 -0.544
H -0.472 -5.672 0.219
H -0.944 -5.041 -1.386
H -1.365 -7.467 -1.532
H -2.124 -7.471 0.066
H -3.168 -6.085 -2.449
H -3.977 -7.366 -1.550
H -4.550 -4.724 -1.114
H -4.559 -5.884 0.243
O -2.359 -0.999 3.027
S -3.091 -1.272 4.240
O -4.531 -1.376 4.262
C -2.394 -2.726 5.005
C -1.283 -2.186 5.898
C -1.863 -0.943 6.579
C -2.561 -0.112 5.498
H -2.036 -3.413 4.239
H -3.179 -3.200 5.597
H -0.956 -2.931 6.625
H -0.418 -1.904 5.290
H -2.591 -1.249 7.336
H -1.090 -0.362 7.084
H -3.431 0.413 5.893
H -1.876 0.599 5.035
*
```

* electronic energy: -153095.72645 eV
* frontier orbital gap: 9.364 eV
* SMILES: C#CC[C@](F)(OC[C@@H](CN)OCS(C)(=O)=O)P(O)(O)=S.O=S1(=O)CCCC1.O=S1(=O)CCCC1.O=S1(=O)CCCC1.O=S1(=O)CCCC1.O=S1(=O)CCCC1
* molar mass: 950.2 g mol⁻¹
* lowest unoccupied orbital energy: 0.360 eV

---

Entry 5:
Molecular formula: C2H8N3O2
Method: DFT, ωB97M-V/def2-TZVPD

ORCA input file:
```
! wB97M-V def2-TZVPD RIJCOSX def2/J DEFGRID3
* xyz 1 1
C 0.405 -2.371 -0.041
C 2.972 0.676 -0.095
N -0.610 -0.361 0.611
N -2.967 1.670 -0.040
N -0.892 0.526 1.206
O -0.546 -1.288 -0.177
O 1.906 0.141 0.062
H 1.416 -1.991 -0.198
H 0.134 -3.068 -0.831
H 0.318 -2.845 0.937
H 3.757 0.652 0.671
H -3.779 1.145 -0.338
H 3.228 1.204 -1.023
H -2.642 2.239 -0.810
H -3.236 2.284 0.718
*
```

* electronic energy: -10757.50799 eV
* frontier orbital gap: 9.525 eV
* energy relative to the best compared isomer or geometry (same formula, charge and spin): 141.94 kcal/mol
* molar mass: 106.1 g mol⁻¹
* lowest unoccupied orbital energy: -4.330 eV

---

Entry 6:
Molecular formula: C4H13N
Method: DFT, ωB97M-V/def2-TZVPD

ORCA input file:
```
! wB97M-V def2-TZVPD RIJCOSX def2/J DEFGRID3
* xyz 1 2
C -4.519 -2.773 -2.277
N -4.238 -2.584 -3.754
H -4.718 -3.743 -1.961
H -3.613 -2.603 -1.709
H -5.364 -2.102 -1.926
H -3.330 -2.110 -3.791
H -4.064 -3.508 -4.097
C 2.083 0.968 2.035
C 2.696 2.374 2.211
C 4.171 2.333 1.875
H 2.682 0.211 2.555
H 1.084 0.859 2.430
H 1.908 0.719 0.981
H 2.073 3.260 2.009
H 2.520 2.488 3.307
H 4.522 1.724 0.970
H 4.803 2.095 2.752
H 4.576 3.382 1.694
*
```

* electronic energy: -5837.60649 eV
* frontier orbital gap (alpha / beta): 8.045 / 1.939 eV
* energy relative to the best compared isomer or geometry (same formula, charge and spin): 44.43 kcal/mol
* molar mass: 75.2 g mol⁻¹
* lowest unoccupied orbital energy (alpha / beta): -4.166 / -10.272 eV

---

> What is the molar mass in the second record?

177.7 g mol⁻¹